(1)
Molecular formula: C38H34Cl2CoF6N2O3PSb
Method: DFT, the ωB97M-V functional and the def2-TZVPD basis

```
88
Properties=species:S:1:pos:R:3:lowdin_charge:R:1
Co 0.04947 0.65799 -1.05907 0.40
C 2.34305 1.85560 -1.93931 -0.04
C 1.97911 1.70915 -3.41378 -0.35
C 2.40286 0.33750 -3.93345 -0.04
C 0.48770 2.00541 -3.59112 -0.23
C -0.04141 1.86862 -5.02091 -0.04
O -1.25124 1.09640 -4.87499 0.04
C -1.34643 0.69837 -3.60755 -0.27
N -0.40595 1.09733 -2.82690 0.07
C -2.60249 -0.00245 -3.27593 -0.10
C -3.45349 -0.30927 -4.34134 0.01
C -4.72835 -0.79099 -4.11391 -0.04
C -5.18721 -0.94890 -2.81502 -0.04
C -4.34710 -0.66540 -1.75269 -0.07
C -3.04346 -0.22117 -1.96519 -0.26
P -2.00472 0.03461 -0.49565 1.14
C -2.91258 1.32816 0.40070 -0.33
C -3.43544 1.18041 1.67966 -0.07
C -4.07664 2.25250 2.29108 -0.07
C -4.19793 3.46375 1.63003 -0.07
C -3.68754 3.60965 0.34414 -0.06
C -3.04476 2.54866 -0.26554 -0.09
C -2.09273 -1.50465 0.45560 -0.31
C -2.54051 -2.69053 -0.11972 -0.09
C -2.50795 -3.87304 0.60547 -0.05
C -2.03278 -3.88377 1.90532 -0.06
C -1.58691 -2.70519 2.48823 -0.07
C -1.60688 -1.52478 1.76687 -0.11
H 3.41113 1.71480 -1.77680 0.10
H 1.85870 1.05410 -1.35960 0.03
H 2.04164 2.82014 -1.53278 0.09
H 2.50444 2.48891 -3.97356 0.15
H 1.85859 -0.46093 -3.42766 0.04
H 3.46833 0.18646 -3.75254 0.09
H 2.24114 0.22483 -5.00504 0.08
H 0.30422 3.01382 -3.20593 0.16
H 0.63210 1.32263 -5.67624 0.13
H -0.29867 2.81927 -5.47911 0.14
H -3.10254 -0.15836 -5.35127 0.13
H -5.36962 -1.02616 -4.95289 0.12
H -6.19284 -1.30462 -2.62988 0.12
H -4.69731 -0.79674 -0.73582 0.12
H -3.36570 0.22929 2.19206 0.10
H -4.48935 2.13728 3.28586 0.11
H -4.69494 4.29629 2.11168 0.11
H -3.78642 4.55375 -0.17687 0.11
H -2.63367 2.65587 -1.26396 0.11
H -2.88877 -2.70910 -1.13987 0.09
H -2.83940 -4.79092 0.13816 0.12
H -1.99610 -4.81086 2.46291 0.11
H -1.21174 -2.70746 3.50444 0.11
H -1.23530 -0.61597 2.21809 0.08
Cl 3.75543 -0.92641 0.26187 0.81
C 3.70401 -1.88919 1.67844 -0.57
C 4.33554 -3.11621 1.70288 -0.07
C 4.38738 -3.82420 2.89359 -0.03
C 3.80848 -3.31578 4.04897 -0.08
C 3.16079 -2.09804 4.01510 -0.59
Cl 2.32046 -1.55004 5.42276 0.75
C 3.09987 -1.35781 2.82670 -0.28
N 2.40372 -0.14609 2.71824 0.16
C 2.67776 1.00058 3.37139 -0.17
C 3.88248 1.13976 4.10884 0.02
C 4.22254 2.34933 4.64799 -0.03
C 3.37706 3.45077 4.47014 0.00
C 2.17399 3.31419 3.77553 0.01
C 1.78429 2.10633 3.24071 -0.10
C 0.40724 1.96843 2.64436 -0.01
C 0.33413 1.65982 1.16200 -0.60
O 0.05609 2.51716 0.32057 0.04
O 0.50948 0.43263 0.80063 -0.15
H 4.78517 -3.49963 0.79756 0.12
H 4.88635 -4.78348 2.92457 0.12
H 3.84185 -3.87411 4.97426 0.12
H 1.80037 -0.05788 1.87911 0.11
H 4.55804 0.29874 4.18443 0.13
H 5.15587 2.45575 5.18419 0.12
H 3.65178 4.41308 4.88177 0.12
H 1.51655 4.16791 3.67713 0.13
H -0.13902 2.89254 2.80946 0.13
H -0.11240 1.15604 3.15978 0.14
F 0.42454 -1.34662 -1.75827 -0.38
Sb 0.73713 -3.17681 -2.48872 1.40
F -1.13777 -3.35915 -2.51855 -0.34
F 0.59084 -2.31038 -4.16148 -0.35
F 1.00727 -4.93815 -3.04291 -0.34
F 2.58812 -2.82852 -2.57166 -0.36
F 0.79897 -3.68485 -0.66980 -0.35
```

Values from the calculation:
HOMO energy (spin up / spin down), eV: -11.1 / -11.5
Charge: +1
Energy, eV: -143883.874
Largest force on an atom, eV/Å: 0.68
Spin multiplicity: 3

---

(2)
Molecular formula: C38H34Cl60O9S
Method: DFT, the ωB97M-V functional and the def2-TZVPD basis

```
142
Properties=species:S:1:pos:R:3:lowdin_charge:R:1
C -3.29573 5.77546 -1.26919 0.03
C -3.67997 5.21825 -2.61759 -0.47
O -4.83153 5.34564 -3.03120 0.02
O -2.77364 4.51645 -3.36658 -0.03
C -1.58742 5.23072 -3.74370 -0.16
C -0.42628 4.23771 -3.81321 -0.16
C 0.29372 4.11992 -2.45408 -0.20
C -0.46867 3.16349 -1.50399 -0.16
C 0.48060 2.34607 -0.60664 -0.16
C 0.64071 0.86979 -1.04917 -0.07
C 2.06699 0.34474 -1.13410 -0.38
C 2.99078 1.17335 -2.06041 -0.11
C 2.92561 0.87399 -3.57449 -0.15
C 1.59686 1.19360 -4.28917 -0.14
C 0.73300 0.00013 -4.65084 -0.16
O -0.23459 0.39070 -5.63685 -0.03
C -1.49654 0.57982 -5.17378 -0.54
C -2.17611 1.81306 -5.70459 -0.02
O -2.08570 -0.17611 -4.41606 0.05
O 2.04341 -0.98939 -1.77423 -0.14
S 3.46839 -1.65081 -1.37027 0.65
O 4.41421 -1.67267 -2.43005 -0.20
O 3.23345 -2.90767 -0.74111 -0.25
O 3.91695 -0.62514 -0.16796 -0.14
C 2.64472 -0.05551 0.21125 -0.26
C 2.55951 0.93079 1.34589 -0.12
O 3.23905 0.57004 2.52868 -0.02
C 2.54343 -0.12295 3.48675 -0.25
C 3.02230 0.00796 4.79232 0.00
C 2.40666 -0.65677 5.83875 -0.25
C 1.31129 -1.48862 5.64130 -0.21
C 0.80983 -1.60432 4.34536 -0.07
C 1.41726 -0.92117 3.28203 0.00
H -3.03704 4.98614 -0.57267 0.09
H -2.42092 6.41824 -1.33074 0.08
H -4.11066 6.38768 -0.91617 0.06
H -1.34714 6.04319 -3.06687 0.11
H -1.73897 5.65620 -4.73495 0.13
H -0.87749 3.28460 -4.04258 0.07
H 0.29330 4.54880 -4.56441 0.11
H 1.27867 3.69903 -2.63055 0.03
H 0.38078 5.09439 -1.98475 0.12
H -1.16212 2.50743 -2.02037 0.12
H -1.04270 3.80436 -0.84221 0.09
H 1.41345 2.89562 -0.50214 0.10
H 0.04059 2.32475 0.38653 0.10
H 0.13529 0.25679 -0.30345 0.13
H 0.10109 0.71870 -1.97334 0.11
H 2.79094 2.23413 -1.96132 0.06
H 4.03156 1.05777 -1.77143 0.12
H 3.65440 1.54063 -4.02409 0.08
H 3.27596 -0.12082 -3.81215 0.09
H 1.86290 1.66833 -5.23213 0.12
H 1.05439 1.94321 -3.72161 0.09
H 1.36558 -0.75629 -5.10680 0.14
H 0.30285 -0.46844 -3.77480 0.11
H -1.48579 2.63270 -5.85103 0.08
H -3.02058 2.09771 -5.09551 0.07
H -2.58456 1.52452 -6.67450 0.03
H 2.07101 -0.94998 0.46579 0.14
H 1.52233 1.18524 1.52694 0.13
H 3.02694 1.86606 1.03272 0.09
H 3.87098 0.65191 4.95909 0.13
H 2.79350 -0.52437 6.84043 -0.09
H 0.81113 -2.03947 6.43309 -0.01
H -0.04440 -2.22812 4.13824 0.11
H 0.97553 -1.04330 2.30691 0.10
C -4.95762 3.33737 -8.01919 -2.04
Cl -3.57207 2.55515 -8.79376 0.55
Cl -4.41467 4.18332 -6.57088 0.57
Cl -5.68269 4.48746 -9.14668 0.53
Cl -6.16261 2.13147 -7.56486 0.52
C 0.08721 1.79962 8.84173 -2.02
Cl -1.28559 2.58354 8.05129 0.53
Cl -0.49781 0.75806 10.14372 0.53
Cl 0.97215 0.82180 7.65802 0.63
Cl 1.16258 3.03262 9.51193 0.52
C 5.09566 -0.35442 9.87146 -2.03
Cl 5.02622 -1.81788 10.85479 0.53
Cl 4.14720 -0.59204 8.39008 0.59
Cl 4.41341 0.99832 10.77980 0.52
Cl 6.76832 0.01215 9.44539 0.53
C -3.21172 -2.99498 -6.22769 -2.01
Cl -3.71861 -4.35734 -7.23371 0.53
Cl -2.69857 -3.59643 -4.65038 0.52
Cl -1.87105 -2.15006 -7.00612 0.58
Cl -4.56743 -1.87085 -6.05234 0.49
C -5.15066 -3.77066 -1.46494 -2.02
Cl -6.67399 -4.56399 -1.04065 0.51
Cl -5.34061 -2.96682 -3.02001 0.46
Cl -4.74880 -2.57102 -0.22651 0.53
Cl -3.85344 -4.96471 -1.56628 0.52
C -8.36910 -3.17627 -6.99892 -2.04
Cl -7.49835 -2.93532 -5.48367 0.45
Cl -9.90454 -2.30153 -6.94066 0.52
Cl -7.39678 -2.56435 -8.34186 0.52
Cl -8.68003 -4.89867 -7.23448 0.53
C 4.88639 4.69150 -4.76093 -2.04
Cl 3.41026 4.80166 -3.78699 0.54
Cl 5.96948 3.49906 -4.04076 0.54
Cl 4.46121 4.19120 -6.39896 0.54
Cl 5.67762 6.26687 -4.80450 0.54
C -8.02116 0.95923 -3.19159 -2.04
Cl -9.67231 1.35807 -2.70470 0.53
Cl -7.32777 -0.17711 -2.03761 0.52
Cl -8.04699 0.23656 -4.80593 0.49
Cl -7.04336 2.43218 -3.22892 0.53
C 8.38568 -5.60485 8.63510 -2.05
Cl 7.13458 -4.64437 7.85094 0.51
Cl 7.65449 -6.54206 9.93772 0.49
Cl 9.10423 -6.70833 7.45552 0.52
Cl 9.64029 -4.54143 9.28645 0.52
C 0.69829 -5.81630 7.32267 -2.01
Cl 1.92140 -6.15884 8.54711 0.51
Cl -0.89621 -6.24004 7.96082 0.54
Cl 0.70086 -4.09332 6.88175 0.59
Cl 1.03929 -6.78416 5.88978 0.53
C -7.63034 7.62608 -1.69780 -2.05
Cl -7.65480 6.17747 -2.69091 0.55
Cl -7.07347 7.21650 -0.06693 0.52
Cl -6.52618 8.81143 -2.40861 0.52
Cl -9.25273 8.32103 -1.60103 0.52
C 4.86064 -3.98050 3.86649 -2.04
Cl 5.75514 -2.59221 4.50210 0.53
Cl 4.32224 -3.64361 2.22614 0.57
Cl 5.91522 -5.40044 3.84616 0.52
Cl 3.46345 -4.29748 4.89934 0.52
C -5.13327 -8.31094 0.59209 -2.06
Cl -3.58041 -9.07683 0.24260 0.52
Cl -5.94117 -7.89707 -0.91931 0.50
Cl -6.14511 -9.42231 1.52065 0.53
Cl -4.86674 -6.83855 1.52928 0.51
C 5.23980 -9.69400 9.06132 -2.04
Cl 6.36444 -9.23646 10.33953 0.49
Cl 4.36557 -11.15591 9.53032 0.53
Cl 4.08911 -8.37567 8.79713 0.49
Cl 6.13810 -9.99423 7.57158 0.53
C 5.27098 4.32900 0.88598 -2.04
Cl 6.45377 3.02934 1.02283 0.55
Cl 6.06889 5.88772 1.09864 0.54
Cl 4.50114 4.28526 -0.70739 0.50
Cl 4.02009 4.12542 2.11600 0.56
```

Values from the calculation:
HOMO energy, eV: -9.1
Energy, eV: -820559.177
Largest force on an atom, eV/Å: 2.74

---

(3)
Molecular formula: C38H34ClInNO2P
Method: DFT, the ωB97M-V functional and the def2-TZVPD basis

```
78
Properties=species:S:1:pos:R:3:lowdin_charge:R:1
C -1.09107 1.74138 -0.59751 -0.14
C -0.01899 1.51490 -1.50432 -0.14
C -0.23287 0.23553 -2.12551 -0.18
H 0.82698 2.15877 -1.66874 0.11
C -1.45972 -0.28481 -1.64100 -0.15
C -1.96389 0.60224 -0.65636 -0.17
H -2.84848 0.45281 -0.06189 0.09
H -1.20601 2.58642 0.05805 0.13
H 0.41928 -0.23723 -2.83929 0.12
H -1.85051 -1.26387 -1.85650 0.13
In 0.00000 0.00000 0.00000 0.51
Cl 0.07233 -2.20720 0.56473 0.14
P 3.56688 -1.13416 -0.81197 1.09
C 3.94477 -2.03721 -2.36955 -0.39
C 4.97107 -1.68827 -3.24456 -0.09
H 5.59966 -0.83738 -3.02321 0.10
C 5.19311 -2.42730 -4.39829 -0.08
H 5.99247 -2.14334 -5.07024 0.10
C 4.40002 -3.52812 -4.68828 -0.09
H 4.57607 -4.10390 -5.58742 0.10
C 3.37494 -3.88404 -3.82156 -0.08
H 2.74771 -4.73731 -4.04351 0.10
C 3.14271 -3.13779 -2.67710 -0.11
H 2.33243 -3.41023 -2.01165 0.10
C 4.63149 0.35668 -0.98271 -0.39
C 4.10850 1.43277 -1.70196 -0.11
H 3.10964 1.36339 -2.11549 0.09
C 4.85481 2.58473 -1.89303 -0.08
H 4.43777 3.40864 -2.45706 0.10
C 6.12841 2.68714 -1.34886 -0.09
H 6.70826 3.59010 -1.48844 0.10
C 6.65094 1.62824 -0.62045 -0.08
H 7.64217 1.70187 -0.19235 0.10
C 5.91032 0.46800 -0.44161 -0.08
H 6.32892 -0.35504 0.12011 0.10
C 4.50938 -2.11984 0.42293 -0.38
C 5.42927 -3.11185 0.09048 -0.08
H 5.62029 -3.33985 -0.94849 0.10
C 6.10274 -3.80773 1.08501 -0.08
H 6.81302 -4.57741 0.81257 0.10
C 5.87327 -3.51594 2.42179 -0.09
H 6.40058 -4.05864 3.19529 0.10
C 4.95852 -2.52795 2.76263 -0.08
H 4.76930 -2.29904 3.80315 0.10
C 4.27443 -1.84307 1.77085 -0.10
H 3.55083 -1.08363 2.04159 0.10
C -6.06002 -3.04636 1.84705 -0.06
C -5.83395 -1.70897 1.18473 -0.23
C -6.32552 -1.53303 -0.11610 -0.07
C -6.12291 -0.34311 -0.79158 -0.10
C -5.41330 0.68322 -0.18711 -0.06
C -4.88795 0.56203 1.11920 -0.18
N -4.05540 1.65665 1.55247 0.06
C -3.63643 2.00959 2.85500 -0.22
C -4.57571 2.69077 3.64296 -0.02
C -4.21649 3.23838 4.86769 -0.08
C -2.90703 3.12477 5.32163 -0.07
C -1.94919 2.45650 4.55339 -0.01
C -2.27540 1.87858 3.31091 -0.05
C -1.14269 1.24515 2.53439 -0.45
O 0.07408 1.69094 2.73384 -0.05
O -1.34137 0.33882 1.58695 -0.19
C -5.11469 -0.65956 1.83553 -0.14
C -4.59652 -0.94288 3.22959 -0.03
H -5.08191 -3.51619 2.08458 0.09
H -6.64869 -2.91790 2.77691 0.09
H -6.60962 -3.74917 1.18514 0.08
H -6.86138 -2.32819 -0.62021 0.10
H -6.49669 -0.22274 -1.80149 0.10
H -5.24411 1.58505 -0.76529 0.11
H -3.89391 2.41382 0.86727 0.15
H -5.58725 2.83249 3.27735 0.12
H -4.94975 3.78119 5.45168 0.10
H -2.62719 3.56954 6.26738 0.10
H -0.93845 2.40406 4.93615 0.12
H -3.90677 -1.81047 3.20129 0.09
H -4.04733 -0.14228 3.72284 0.06
H -5.45394 -1.17414 3.89419 0.09
```

Values from the calculation:
HOMO energy, eV: -7.7
Energy, eV: -72526.125
Largest force on an atom, eV/Å: 7.83